The following is a quantum chemistry calculation of one molecule with the formula C3H5N3S at a distorted geometry, from the Open Molecules 2025 dataset.

Properties
HOMO-LUMO gap (spin up / spin down) = 6.05 / 8.83 eV
largest force on an atom = 3.5 eV Å⁻¹
LUMO (spin up / spin down) = -0.665 / -0.063 eV
HOMO level (spin up / spin down) = -6.71 / -8.90 eV
energy above the lowest of the compared OMol25 structures with the same formula, charge and spin = 5.226 eV

Last columns: bonded neighbours and bond lengths (Å).
Atoms and positions in Å:
1 S -4.05729 0.09001 0.06137  C7 1.558
2 H 2.34206 -1.68105 0.11196  C10 1.086
3 N -0.22107 -1.83501 -0.16969  C8 1.219
4 N -1.42043 1.01954 -0.17876  C7 1.267, H9 1.018, N12 1.420
5 H 0.56052 1.27338 0.05292  N12 1.013
6 H 2.16136 -0.22237 1.10783  C10 1.088
7 C -2.54627 0.46429 -0.00627  S1 1.558, N4 1.267
8 C 0.40541 -0.80396 0.00236  N3 1.219, C10 1.524, N12 1.448
9 H -1.34753 1.93147 -0.62420  N4 1.018
10 C 1.91728 -0.68249 0.15308  H2 1.086, H6 1.088, C8 1.524, H11 1.089
11 H 2.33271 -0.08891 -0.65990  C10 1.089
12 N -0.12674 0.53511 0.14929  N4 1.420, H5 1.013, C8 1.448